(1)
19
Properties=species:S:1:pos:R:3:forces:R:3 method="wB97M-V/def2-TZVPD" e_tot_ha=-688.0661 orbital_gap_ha="0.3134 / 0.3134" relative_energy_kj_mol=218.2 e_lumo_ha="0.02941 / 0.02941" homo_energy_ev="-7.73 / -7.73"
C 0.68273 -1.12026 0.30478 -0.17 0.51 -0.10
C -0.00326 0.22061 0.33895 -0.05 0.23 0.23
C -1.25678 -0.35694 1.03093 1.80 -2.84 -1.17
C 2.10893 -1.37991 -0.06733 -0.07 -0.05 0.08
C 0.61807 1.40753 1.06728 0.01 -0.03 -0.11
C -2.72775 -0.19814 -1.29737 0.02 0.08 0.49
N -0.16150 -2.01912 0.59671 -1.88 1.93 0.82
S -2.88948 -0.24095 0.51087 -0.14 0.12 -0.22
H -0.21535 0.51629 -0.69358 -0.07 -0.06 0.03
H -1.20290 -0.39480 2.10661 0.04 0.05 0.21
H 2.70258 -1.41923 0.84436 0.17 0.05 0.03
H 2.51514 -0.60392 -0.71480 0.01 0.02 -0.05
H 2.17810 -2.34965 -0.55326 0.08 -0.05 -0.05
H 1.69659 1.42476 0.92331 0.11 0.08 -0.04
H 0.41883 1.35494 2.13568 0.09 -0.02 0.10
H 0.20676 2.34239 0.69155 0.02 0.10 0.06
H -1.95406 -0.89961 -1.59588 0.01 -0.07 -0.09
H -2.50522 0.81191 -1.62746 0.04 -0.02 -0.13
H -3.68951 -0.51045 -1.69112 -0.03 -0.03 -0.10

=====

(2)
111
Properties=species:S:1:pos:R:3:forces:R:3 method="wB97M-V/def2-TZVPD" e_tot_ha=-5416.9897 charge=+1 orbital_gap_ha="0.1437 / 0.1295" relative_energy_kj_mol=336.9 e_lumo_ha="-0.19125 / -0.20214" homo_energy_ev="-9.11 / -9.02"
Pt -0.32049 0.08048 0.85608 3.51 -0.20 -0.11
C -4.07061 0.64381 1.22025 0.06 0.08 0.02
C -3.33162 0.03712 2.37202 0.50 -0.02 0.58
C -3.97051 -0.64652 3.40075 -0.26 -0.13 -0.05
C -3.24892 -1.08895 4.49488 -0.02 0.02 0.05
C -1.90446 -0.75604 4.60530 0.08 -0.12 0.07
C -1.32807 -0.05336 3.56275 -0.54 0.05 -0.15
N -2.01453 0.26636 2.46239 -1.60 0.42 1.52
Sb 0.37444 1.24858 3.81969 -0.40 0.38 -0.27
C -0.51647 2.57842 2.31301 -0.05 -0.07 -0.33
C -0.87885 3.85883 2.66231 0.06 0.16 -0.02
C -1.47723 4.68456 1.71238 0.02 0.00 0.10
C -1.68757 4.20534 0.43947 -0.03 0.00 -0.15
C -1.30513 2.90409 0.11755 0.21 0.15 0.46
C -1.51306 2.33491 -1.24638 -0.09 -0.04 -0.07
N -0.73492 2.12743 1.04681 -0.83 0.49 -0.06
C 2.04936 0.91369 2.49061 -0.15 0.02 0.02
C 3.14555 0.18864 2.94033 0.12 -0.15 -0.22
C 4.38561 0.49525 2.40508 -0.07 -0.12 0.06
C 4.48435 1.50973 1.46844 0.01 0.06 -0.18
C 3.33256 2.15628 1.03219 0.00 -0.19 0.21
C 3.39276 3.30603 0.07270 -0.06 0.00 0.01
N 2.13148 1.85009 1.54088 0.31 0.09 0.01
H -5.14216 0.64218 1.41001 -0.04 0.00 -0.03
H -3.86690 0.09546 0.30553 0.04 0.08 -0.04
H -3.73765 1.67348 1.08028 -0.02 0.02 0.02
H -5.03929 -0.80512 3.34491 -0.03 -0.07 0.03
H -3.74172 -1.64430 5.28246 0.00 0.02 0.01
H -1.33188 -1.01295 5.48612 -0.02 0.00 0.05
H -0.69906 4.21395 3.66807 -0.01 0.02 0.01
H -1.77799 5.69078 1.97427 -0.01 0.00 0.01
H -2.15921 4.81579 -0.31783 0.00 0.04 0.01
H -2.13552 2.99369 -1.84813 0.01 0.05 -0.03
H -1.99296 1.35693 -1.18616 0.00 -0.02 0.06
H -0.55316 2.20329 -1.75063 0.03 -0.02 0.04
H 3.03885 -0.57629 3.69877 -0.01 0.03 0.01
H 5.27112 -0.02821 2.74099 0.03 0.00 0.01
H 5.45030 1.81723 1.08955 0.04 -0.04 -0.08
H 4.16745 3.16111 -0.67689 0.15 0.04 -0.02
H 3.61966 4.22463 0.62078 -0.03 -0.01 -0.07
H 2.43322 3.43134 -0.42385 -0.08 0.03 0.01
S 1.40266 -4.11350 0.18037 0.39 -1.07 -0.45
C 0.90494 -2.67483 0.58693 -0.04 2.15 1.10
N 0.64328 -1.59509 1.02131 0.20 -1.59 -1.05
C -1.80769 -3.62744 -1.24676 0.16 0.02 -0.24
Si -2.33459 -2.50665 0.14423 0.21 0.81 0.37
C -2.05921 -3.35842 1.77995 0.17 0.08 0.08
C -4.18567 -2.33134 -0.07751 -0.04 0.00 -0.01
O -1.70403 -0.94577 0.04515 -1.68 -0.95 -1.15
H -1.88627 -4.66618 -0.91485 0.00 0.03 -0.04
H -0.78445 -3.46112 -1.57466 0.08 -0.09 0.04
H -2.45932 -3.49408 -2.11313 -0.06 -0.05 0.00
H -2.64416 -4.28110 1.79738 -0.04 -0.01 0.01
H -2.37785 -2.73884 2.61881 -0.05 -0.01 -0.03
H -1.01738 -3.62441 1.94951 0.01 -0.07 -0.02
H -4.59003 -3.33959 -0.19949 -0.07 0.00 -0.04
H -4.43384 -1.75777 -0.97433 -0.04 -0.04 -0.02
H -4.68840 -1.86705 0.77079 -0.01 -0.10 0.00
C 3.29707 1.14204 -8.88490 0.02 0.00 0.04
C 3.29183 1.03486 -7.38461 -0.04 0.02 -0.08
C 4.21964 0.25605 -6.71209 -0.01 -0.01 0.08
C 4.22851 0.13509 -5.32438 0.18 -0.11 0.14
C 5.24469 -0.81872 -4.74361 -0.01 0.00 -0.01
C 3.28165 0.85017 -4.57253 -0.21 0.36 -0.19
As 3.23867 1.03702 -2.61268 -0.19 -1.91 -0.38
N 1.97028 -0.10640 -1.92694 0.28 -0.18 -1.18
C 1.18661 -0.81629 -2.80939 0.64 0.97 0.77
C -0.20581 -0.78966 -2.62014 -0.87 -0.01 0.43
C -1.06235 -1.41348 -3.50532 -0.01 0.18 0.10
C -0.55028 -2.14508 -4.56996 -0.09 0.10 0.19
C 0.82821 -2.24663 -4.73550 0.62 0.05 0.11
C 1.68838 -1.58195 -3.88364 0.13 -0.18 -0.76
C 5.02710 0.53724 -2.01867 0.18 0.54 0.41
C 6.02853 1.43501 -2.40899 0.03 0.23 -0.03
C 5.77879 2.65259 -3.26695 0.09 -0.07 0.03
C 7.34867 1.18413 -2.03386 -0.11 0.10 -0.14
C 7.69507 0.08129 -1.27602 0.07 -0.12 0.06
C 9.12551 -0.19537 -0.90124 -0.05 0.04 0.02
C 6.67755 -0.78405 -0.88143 0.00 -0.03 -0.08
C 5.35062 -0.58107 -1.23098 -0.30 -0.14 0.15
C 4.33084 -1.57694 -0.76089 -0.04 0.04 0.09
C 2.31020 1.61480 -5.24280 -0.04 0.15 0.00
C 1.21850 2.38789 -4.53781 0.11 -0.01 -0.05
C 2.33233 1.69249 -6.62855 -0.04 0.01 -0.01
H 4.14789 0.61805 -9.31746 -0.01 0.01 0.01
H 3.34255 2.18535 -9.20037 0.00 -0.01 0.01
H 2.38603 0.71463 -9.30726 0.00 0.00 0.02
H 4.96064 -0.29301 -7.28405 -0.03 -0.02 0.04
H 5.44275 -1.61523 -5.46125 0.01 0.03 0.02
H 4.91145 -1.27767 -3.81622 -0.01 -0.05 0.02
H 6.19482 -0.32463 -4.52981 -0.01 0.01 0.02
H -0.59682 -0.26684 -1.75642 0.07 -0.04 -0.09
H -2.13232 -1.35736 -3.34612 0.07 0.03 0.02
H -1.21912 -2.65976 -5.24761 0.02 0.01 -0.02
H 1.23399 -2.84306 -5.54255 0.01 -0.01 0.05
H 2.75496 -1.66204 -4.02255 0.03 -0.10 0.04
H 4.73646 2.96916 -3.28553 -0.07 0.09 0.05
H 6.06916 2.45918 -4.30246 -0.03 -0.02 0.01
H 6.37576 3.49254 -2.91017 -0.05 -0.01 -0.01
H 8.12140 1.87631 -2.35312 -0.04 -0.01 0.00
H 9.77199 0.64320 -1.15544 -0.01 -0.01 0.01
H 9.49700 -1.07706 -1.42673 -0.03 0.00 0.00
H 9.22179 -0.39193 0.16745 -0.02 0.00 -0.02
H 6.92853 -1.65431 -0.28308 -0.04 0.03 -0.03
H 4.82195 -2.43162 -0.29749 -0.08 0.02 -0.01
H 3.71664 -1.94703 -1.58248 -0.02 -0.07 -0.05
H 3.64592 -1.13612 -0.03529 -0.05 -0.01 0.05
H 1.01631 2.02281 -3.53331 -0.09 -0.03 0.04
H 0.29188 2.31556 -5.10806 0.01 0.03 0.04
H 1.47989 3.44640 -4.46033 -0.01 -0.02 0.01
H 1.57793 2.29008 -7.13127 0.00 -0.03 0.02